Record 1
Molecular formula: C3H3N3O3
Method: DFT, ωB97M-V/def2-TZVPD

ΔE to the lowest compared entry with this formula, charge and spin = 7.9027 eV
E_HOMO (alpha / beta) = -9.23 / -8.42 eV

XYZ file:
```
12
C3H3N3O3 (ωB97M-V/def2-TZVPD)
C -0.188 -0.050 -1.179
C 0.831 0.193 -0.224
C -1.112 0.098 0.815
N -1.424 -0.195 -0.569
N 0.213 0.187 1.036
N -3.450 -1.446 -2.598
O -3.096 -0.797 -1.669
O -3.182 -2.346 -3.314
O -1.953 -0.092 1.830
H -0.077 -0.138 -2.240
H 1.870 0.370 -0.279
H -1.487 0.220 2.628
```

***

Record 2
Molecular formula: C3H6N4O
Method: DFT, ωB97M-V/def2-TZVPD

ΔE to the lowest compared entry with this formula, charge and spin = 2.8706 eV
E_HOMO = -7.65 eV

XYZ file:
```
14
C3H6N4O (ωB97M-V/def2-TZVPD)
C 1.191 0.097 -0.640
C 0.557 1.107 -0.009
C -0.681 -0.757 0.223
H 2.621 -0.821 -1.601
H 3.010 0.692 -1.212
H 0.862 2.110 -0.063
H -0.948 1.037 2.330
H -1.786 2.128 1.169
H -2.388 -1.146 0.956
N 2.235 0.060 -1.521
N -0.747 0.696 0.294
N -1.535 1.194 1.388
N -1.573 -1.628 0.463
O 0.447 -1.117 -0.423
```

***

Record 3
Molecular formula: C4H5N3O
Method: DFT, ωB97M-V/def2-TZVPD

ΔE to the lowest compared entry with this formula, charge and spin = 5.0503 eV
E_HOMO = -8.93 eV

XYZ file:
```
13
C4H5N3O (ωB97M-V/def2-TZVPD)
C -1.546 -0.587 -0.971
C -0.563 -0.760 0.106
C 0.258 0.527 1.208
C 0.730 0.115 0.018
H -1.268 -0.953 -1.914
H -1.675 0.523 -1.167
H -2.542 -0.998 -0.766
H -0.326 -1.807 0.286
H 2.584 0.667 -0.928
N 1.245 1.208 1.897
N 2.191 1.398 1.029
N 1.885 0.727 -0.143
O -0.973 -0.060 1.346
```

***

Record 4
Molecular formula: C40H80O26
Method: DFT, ωB97M-V/def2-TZVPD

ΔE to the lowest compared entry with this formula, charge and spin = 3.6730 eV
E_HOMO = -9.48 eV

XYZ file:
```
146
C40H80O26 (ωB97M-V/def2-TZVPD)
C 4.753 -5.105 20.358
C 6.045 -5.339 21.231
O 7.136 -4.729 20.518
C 7.964 -5.524 19.782
O 7.740 -6.661 19.341
O 9.179 -4.895 19.824
C 10.320 -5.314 19.130
H 4.730 -5.540 19.359
H 4.618 -4.034 20.204
H 3.820 -5.400 20.839
H 6.164 -6.375 21.549
H 5.944 -4.796 22.171
H 11.097 -4.769 19.667
H 10.323 -4.997 18.087
H 10.510 -6.383 19.225
C 7.328 -14.108 14.560
C 5.982 -14.323 13.886
O 6.057 -15.530 13.110
C 4.951 -15.982 12.638
O 3.985 -15.273 12.315
O 5.060 -17.385 12.407
C 6.145 -18.166 12.963
H 8.118 -13.599 14.008
H 7.740 -15.036 14.957
H 7.196 -13.587 15.508
H 5.848 -13.475 13.214
H 5.139 -14.409 14.571
H 5.937 -18.207 14.032
H 7.120 -17.681 13.017
H 6.197 -19.220 12.691
C 13.422 -10.495 17.119
C 14.978 -10.303 17.506
O 16.013 -10.493 16.500
C 17.106 -9.737 16.585
O 17.465 -8.974 17.392
O 17.805 -10.050 15.566
C 19.002 -9.408 15.203
H 13.251 -11.572 17.117
H 13.234 -9.993 16.170
H 12.718 -10.078 17.839
H 15.196 -10.874 18.409
H 15.032 -9.283 17.885
H 18.968 -8.798 14.300
H 19.755 -10.186 15.078
H 19.319 -8.696 15.965
C 4.034 -8.814 18.965
C 2.489 -8.931 18.664
O 2.035 -8.196 17.493
C 2.079 -6.901 17.308
O 2.546 -6.065 18.062
O 1.628 -6.630 16.090
C 1.679 -5.285 15.524
H 4.260 -7.754 19.081
H 4.705 -9.210 18.203
H 4.308 -9.271 19.916
H 1.870 -8.804 19.552
H 2.347 -9.978 18.396
H 2.734 -5.015 15.552
H 1.087 -4.564 16.088
H 1.229 -5.405 14.539
C 8.874 -3.522 24.914
C 9.843 -4.740 24.980
O 9.663 -5.478 23.797
C 10.105 -6.708 23.581
O 10.612 -7.393 24.479
O 9.998 -7.067 22.289
C 10.272 -8.362 21.818
H 7.875 -3.907 24.709
H 9.234 -2.850 24.135
H 8.912 -2.906 25.812
H 9.520 -5.186 25.920
H 10.878 -4.403 25.031
H 9.960 -8.406 20.774
H 9.611 -9.126 22.228
H 11.320 -8.663 21.840
C 13.575 -12.938 11.839
C 14.059 -13.010 13.429
O 12.894 -12.859 14.239
C 12.416 -13.895 14.883
O 12.968 -14.977 15.004
O 11.330 -13.513 15.544
C 10.795 -14.320 16.538
H 12.689 -13.563 11.727
H 14.495 -13.325 11.402
H 13.426 -11.912 11.503
H 14.692 -12.170 13.718
H 14.632 -13.897 13.701
H 9.725 -14.116 16.549
H 11.344 -14.078 17.448
H 10.928 -15.360 16.239
C 5.791 -9.806 14.060
C 4.498 -10.310 13.545
O 4.236 -11.466 14.393
C 3.023 -12.068 14.466
O 1.989 -11.658 13.935
O 3.188 -13.186 15.230
C 2.127 -14.164 15.465
H 5.623 -9.501 15.093
H 6.032 -8.939 13.445
H 6.611 -10.516 13.952
H 4.617 -10.515 12.481
H 3.726 -9.557 13.706
H 1.564 -14.416 14.567
H 1.363 -13.728 16.108
H 2.525 -14.983 16.065
C 7.006 -12.670 8.851
C 7.353 -11.150 8.936
O 8.581 -10.974 9.644
C 8.561 -11.111 10.988
O 7.623 -11.262 11.684
O 9.828 -11.018 11.408
C 10.232 -11.188 12.741
H 6.798 -13.204 9.778
H 7.639 -13.237 8.169
H 6.029 -12.786 8.383
H 6.559 -10.568 9.403
H 7.477 -10.737 7.935
H 10.045 -12.073 13.348
H 9.703 -10.429 13.317
H 11.271 -10.878 12.854
C 13.345 -5.505 16.044
C 12.647 -6.298 14.928
C 11.635 -7.223 15.621
O 12.209 -7.330 16.858
C 13.491 -6.744 16.994
H 12.729 -4.635 16.270
H 14.319 -5.101 15.768
H 13.329 -6.924 14.354
H 12.401 -5.533 14.192
H 11.562 -8.091 14.966
H 10.757 -6.577 15.649
H 14.349 -7.399 16.840
H 13.675 -6.387 18.008
C 8.502 -11.306 17.535
C 7.515 -10.169 17.561
C 8.493 -9.021 17.256
O 9.372 -9.537 16.282
C 9.546 -10.955 16.491
H 8.005 -12.266 17.396
H 8.949 -11.394 18.525
H 6.920 -10.139 18.474
H 6.791 -10.396 16.778
H 9.081 -8.575 18.058
H 7.955 -8.126 16.942
H 10.552 -11.290 16.741
H 9.247 -11.428 15.556
```

***

Record 5
Molecular formula: C18H22N4O3S
Method: DFT, ωB97M-V/def2-TZVPD

ΔE to the lowest compared entry with this formula, charge and spin = 1.1953 eV
E_HOMO = -9.21 eV

XYZ file:
```
48
C18H22N4O3S (ωB97M-V/def2-TZVPD)
C -6.286 -2.875 -0.405
C -4.996 -2.068 -0.483
H -4.279 -2.487 0.228
H -4.562 -2.149 -1.481
C -5.198 -0.576 -0.154
C -3.854 0.028 0.040
N -3.101 0.478 -0.891
N -1.914 0.916 -0.494
C -1.715 0.799 0.774
N -0.595 1.152 1.470
C 0.686 1.398 1.035
O 1.569 1.544 1.845
C 0.934 1.447 -0.463
N 2.060 0.582 -0.732
C 3.254 1.013 -1.277
O 3.447 2.124 -1.688
C 4.214 -0.155 -1.238
H 4.603 -0.356 -2.236
C 3.429 -1.304 -0.594
C 2.071 -0.722 -0.283
O 1.139 -1.245 0.272
H 3.327 -2.202 -1.204
C 4.227 -1.589 0.711
C 5.551 -2.141 0.242
C 6.227 -1.142 -0.310
H 7.184 -1.173 -0.796
C 5.366 0.094 -0.221
H 5.862 1.051 -0.352
C 4.646 -0.168 1.107
H 3.815 0.503 1.316
H 5.332 -0.163 1.953
H 5.828 -3.176 0.312
H 3.675 -2.178 1.437
H 0.051 1.131 -1.022
H 1.227 2.460 -0.757
H -0.661 1.061 2.478
S -3.091 0.108 1.630
H -5.751 -0.500 0.788
C -5.960 0.171 -1.255
C -6.269 1.609 -0.857
H -6.837 2.102 -1.642
H -5.351 2.168 -0.699
H -6.855 1.637 0.060
H -5.355 0.164 -2.162
H -6.894 -0.354 -1.455
H -7.002 -2.550 -1.154
H -6.073 -3.927 -0.576
H -6.742 -2.773 0.577
```

***

Record 6
Molecular formula: C20H29N5
Method: DFT, ωB97M-V/def2-TZVPD

total charge = -1
E_HOMO (alpha / beta) = 0.89 / -5.53 eV
spin multiplicity = 2

XYZ file:
```
54
C20H29N5 (ωB97M-V/def2-TZVPD)
C -2.735 3.419 -1.053
C -3.212 4.656 -0.400
C -4.292 5.488 -1.102
C -5.499 4.787 -1.148
N -6.510 4.242 -1.244
H -3.504 2.646 -1.050
H -1.843 3.021 -0.571
H -2.394 3.534 -2.082
H -2.404 5.302 -0.057
H -3.571 4.314 0.571
H -3.916 5.818 -2.070
H -4.365 6.347 -0.435
C -5.473 -2.280 3.530
C -4.075 -2.908 3.476
C -3.473 -2.860 2.024
C -3.486 -1.578 1.370
N -3.555 -0.590 0.818
H -6.275 -3.017 3.494
H -5.507 -1.438 2.839
H -5.722 -1.894 4.519
H -4.146 -3.947 3.799
H -3.491 -2.273 4.142
H -4.102 -3.473 1.377
H -2.528 -3.395 1.931
N -0.534 0.333 0.296
C 0.250 1.467 0.529
C 1.590 1.087 0.530
C 1.594 -0.280 0.041
C 0.258 -0.752 0.149
H -1.531 0.371 0.142
H -0.269 2.414 0.557
H 2.469 1.698 0.673
H 2.484 -0.790 -0.297
H -0.091 -1.735 -0.130
N 5.128 0.275 2.253
C 6.037 -0.634 1.718
C 7.291 -0.181 2.108
C 7.142 1.006 2.865
C 5.793 1.243 2.874
H 4.138 0.203 2.066
H 5.597 -1.526 1.297
H 8.176 -0.739 1.838
H 7.892 1.603 3.362
H 5.195 1.997 3.365
N 2.465 -3.122 -5.996
C 3.488 -3.801 -5.428
C 3.482 -3.520 -4.107
C 2.508 -2.614 -3.829
C 1.816 -2.374 -5.056
H 2.066 -3.230 -6.918
H 4.104 -4.432 -6.053
H 4.094 -4.027 -3.376
H 2.498 -2.098 -2.881
H 0.951 -1.765 -5.272
```

***

Record 7
Molecular formula: C2H8N2O
Method: DFT, ωB97M-V/def2-TZVPD

ΔE to the lowest compared entry with this formula, charge and spin = 3.2150 eV
E_HOMO = -9.18 eV

XYZ file:
```
13
C2H8N2O (ωB97M-V/def2-TZVPD)
C 0.095 -0.569 0.038
C -0.311 0.723 -0.918
N -0.834 -0.535 1.123
N 0.832 1.485 -1.354
O -0.244 -1.691 2.012
H -1.015 -2.275 2.116
H -0.604 0.257 1.730
H 1.541 0.890 -1.776
H 1.264 1.970 -0.571
H 1.134 -0.458 0.369
H -0.011 -1.475 -0.569
H -0.827 0.288 -1.779
H -1.020 1.389 -0.422
```

***

Record 8
Molecular formula: C3H2N2O3
Method: DFT, ωB97M-V/def2-TZVPD

ΔE to the lowest compared entry with this formula, charge and spin = 6.7757 eV
E_HOMO = -10.88 eV

XYZ file:
```
10
C3H2N2O3 (ωB97M-V/def2-TZVPD)
C -0.128 0.068 -1.984
C 0.260 -0.220 1.091
C -0.566 0.783 1.897
H -1.002 0.879 -1.415
H 1.540 -0.854 -0.987
N 0.565 -0.433 -0.994
N -1.406 1.168 2.794
O -0.040 -0.341 -3.202
O 0.713 0.654 0.075
O 0.322 -1.433 1.098
```

***

Record 9
Molecular formula: C16H31NOP2Pt
Method: DFT, ωB97M-V/def2-TZVPD

ΔE to the lowest compared entry with this formula, charge and spin = 4.8418 eV
E_HOMO (alpha / beta) = -4.07 / -6.43 eV
spin multiplicity = 3

XYZ file:
```
52
C16H31NOP2Pt (ωB97M-V/def2-TZVPD)
P 0.316 -2.037 -2.957
P -0.191 2.080 -1.772
C 0.102 -0.176 -3.719
C 0.497 1.222 -3.216
H -0.875 -0.147 -4.249
H 0.917 -0.287 -4.503
H 1.550 1.464 -3.436
H -0.073 1.998 -3.755
C -1.889 2.628 -1.902
H -2.089 3.182 -0.976
H -2.607 1.802 -1.990
H -2.005 3.308 -2.750
C 1.103 3.221 -1.288
H 1.163 3.986 -2.076
H 2.071 2.701 -1.183
H 0.800 3.691 -0.340
C -1.056 -3.294 -2.958
H -0.874 -3.899 -2.041
H -0.972 -3.943 -3.855
H -2.060 -2.811 -2.894
C 2.049 -2.615 -2.947
H 2.725 -1.750 -2.812
H 2.275 -3.161 -3.881
H 2.131 -3.300 -2.081
Pt -0.064 -0.385 -1.571
C 0.504 1.411 -5.765
C -0.872 1.423 -5.613
C -1.745 0.723 -6.590
C -1.409 -0.789 -6.943
C -0.689 -1.553 -5.897
C 0.676 -1.637 -5.846
C 1.525 -0.775 -6.780
C 1.179 0.764 -6.903
C 0.097 -1.633 -0.053
H 1.192 1.973 -5.144
H -1.404 2.111 -4.937
H -1.754 1.323 -7.525
H -2.774 0.757 -6.200
H -2.363 -1.293 -7.177
H -0.760 -0.774 -7.830
H -1.331 -1.981 -5.107
H 1.207 -2.413 -5.255
H 1.489 -1.227 -7.798
H 2.581 -0.829 -6.458
H 2.128 1.313 -7.074
H 0.527 0.891 -7.779
H 0.912 -1.335 0.621
H 0.206 -2.675 -0.378
H -0.884 -1.470 0.452
O -0.326 1.780 2.233
C -0.389 1.405 1.124
N -0.466 1.031 -0.025
```

***

Record 10
Molecular formula: C5H6OS
Method: DFT, ωB97M-V/def2-TZVPD

ΔE to the lowest compared entry with this formula, charge and spin = 1.5465 eV
E_HOMO = -8.10 eV

XYZ file:
```
13
C5H6OS (ωB97M-V/def2-TZVPD)
C 1.343 -0.348 -1.233
C 0.275 -0.463 -0.151
C 0.622 0.429 1.086
C -1.797 0.435 0.535
C -1.084 -0.166 -0.477
H 1.234 -1.160 -2.084
H 0.176 -1.536 0.250
H 1.023 1.363 0.597
H 1.244 0.117 1.865
H -2.917 0.601 0.264
H -1.417 -0.487 -1.457
O 2.313 0.398 -1.159
S -1.016 0.817 1.963
```

***

Record 11
Molecular formula: C3H9N5
Method: DFT, ωB97M-V/def2-TZVPD

ΔE to the lowest compared entry with this formula, charge and spin = 4.4901 eV
E_HOMO = -8.27 eV

XYZ file:
```
17
C3H9N5 (ωB97M-V/def2-TZVPD)
C -0.179 2.134 0.673
C -0.706 0.686 0.385
C 0.190 -1.579 -0.528
H -1.115 2.543 1.108
H 0.485 2.949 0.075
H 0.596 2.018 1.449
H -2.320 1.016 1.156
H 2.196 -0.079 -0.002
H 1.508 0.250 -1.739
H -0.969 -2.944 -0.144
H -1.654 -1.462 0.284
H 2.040 -1.624 -1.047
N -1.894 0.340 0.563
N 0.224 -0.315 -0.090
N 1.429 0.235 -0.656
N -0.932 -2.070 -0.175
N 1.100 -2.099 -1.312
```

***

Record 12
Molecular formula: C12H12IrN2O5
Method: DFT, ωB97M-V/def2-TZVPD

total charge = +1
E_HOMO (alpha / beta) = -10.32 / -13.78 eV
spin multiplicity = 5

XYZ file:
```
32
C12H12IrN2O5 (ωB97M-V/def2-TZVPD)
Ir -0.016 0.748 -0.089
O -0.080 6.687 0.081
C 0.053 5.370 0.043
C 1.257 4.687 0.018
C 1.244 3.307 -0.021
N -0.032 2.651 -0.033
C -1.222 3.317 -0.009
C -1.252 4.656 0.029
C -2.373 2.352 -0.031
O -3.522 2.635 -0.018
O -1.905 1.062 -0.070
C 2.335 2.369 -0.054
O 3.509 2.577 -0.054
O 1.830 1.037 -0.087
H 0.776 7.139 0.090
H 2.209 5.204 0.028
H -2.180 5.210 0.049
C 0.523 -4.332 1.364
C -0.040 -3.885 0.006
C 0.841 -4.384 -1.151
C -1.497 -4.344 -0.170
C -0.029 -2.417 -0.024
N -0.022 -1.270 -0.047
H 0.516 -5.421 1.385
H -0.089 -3.968 2.189
H 1.549 -3.991 1.502
H 0.834 -5.473 -1.129
H 1.871 -4.043 -1.044
H 0.456 -4.056 -2.116
H -1.507 -5.433 -0.147
H -1.907 -4.014 -1.124
H -2.131 -3.976 0.636
```

***

What are the E_tot values for these records? In order: -13765.754 -11213.906 -10742.564 -96007.015 -41961.861 -28657.051 -7229.113 -12260.206 -42445.215 -18163.091 -10703.558 -28685.400 eV.